[1]
Density functional theory data (ωB97M-V with the def2-TZVPD basis set) for C11H17ClINO2PTi as an isolated structure in a non-equilibrium geometry.

The highest occupied orbital energy comes out at -19.435 eV.

ORCA input file:
```
! RIJCOSX wB97M-V def2-TZVPD def2/J DEFGRID3
* xyz 3 1
C -3.96957 2.09445 -4.18462
C -3.99259 0.83635 -3.47531
H -4.75749 2.12920 -4.96625
H -2.97335 2.19703 -4.63987
H -4.12308 2.92424 -3.48014
O -4.34490 -0.29375 -3.56419
I -2.80341 1.01718 -1.13075
Ti -0.72107 0.68086 0.44968
P 0.71961 -0.83628 -0.71330
C 0.91490 -2.64111 -0.37201
C 0.42617 -0.75934 -2.51028
H 2.54741 0.79080 -0.76387
H 2.98358 -0.78374 -1.46677
H 2.97103 -0.57926 0.30441
C 2.46512 -0.29520 -0.62949
H 0.21595 0.27270 -2.82228
H 1.35539 -1.07748 -3.00168
H 1.52309 -3.10108 -1.16958
H -0.06473 -3.13109 -0.32359
H -0.38810 -1.43270 -2.80616
H 1.43425 -2.82805 0.57721
C -1.95067 -1.04627 0.89386
O -2.75021 -1.88718 0.91068
Cl -0.34936 2.90662 0.43872
C 2.10179 0.56420 4.45622
C 1.29941 1.60247 4.00887
C 0.39035 1.36235 2.99646
N 0.49416 0.28666 2.19032
C 1.36647 -0.69227 2.55850
C 2.11354 -0.61127 3.73300
H 2.71734 0.67440 5.35439
H 1.33035 2.59508 4.44065
H -0.38637 2.09187 2.76694
H 1.50161 -1.54861 1.91031
H 2.70339 -1.48179 4.02988
*
```

***

[2]
Density functional theory data (ωB97M-V with the def2-TZVPD basis set) for a 3-piece molecular cluster, C11H17F6NO5 overall in a non-equilibrium geometry.

The highest occupied orbital energy (alpha / beta) comes out at -0.340 / -5.015 eV.

ORCA input file:
```
! RIJCOSX wB97M-V def2-TZVPD def2/J DEFGRID3
* xyz -1 2
C -1.32886 -1.30278 -0.28151
C -0.61677 -1.46967 -1.56113
O -0.71617 -0.58966 -2.43544
N 0.14330 -2.58490 -1.61518
C 0.93394 -3.05391 -2.72441
H -0.64348 -1.14642 0.55150
H -1.97637 -2.16320 -0.11269
H -2.05795 -0.49872 -0.38159
H 0.16071 -3.09645 -0.74448
H 0.37917 -2.90324 -3.65049
H 1.07661 -4.13118 -2.63940
H 1.83556 -2.44188 -2.69964
C 0.47818 -2.55436 3.28179
C 2.00569 -2.81400 3.48858
O 2.64560 -2.09979 2.38851
C 2.42128 -2.38067 1.06473
O 1.60825 -3.27867 0.74419
C 3.09391 -1.49700 0.03964
F 2.16010 -0.66737 -0.45652
F 4.09515 -0.82845 0.60410
F 3.47301 -2.26687 -1.00121
H 0.00455 -3.28335 2.62426
H 0.16727 -1.62343 2.80766
H -0.12794 -2.56074 4.18769
H 2.26528 -3.86465 3.35872
H 2.37118 -2.44160 4.44557
C -0.58229 2.26946 -0.08417
C -1.03182 3.65970 0.48604
O -1.35856 4.68035 -0.47159
C -2.50773 4.66911 -1.20154
O -3.32535 3.79288 -1.34898
C -2.81814 5.99001 -1.93437
F -3.80418 6.54660 -1.36973
F -1.72287 6.76372 -1.77873
F -2.96078 5.82349 -3.24465
H -0.23629 1.62089 0.72066
H 0.20841 2.28033 -0.83435
H -1.49268 1.78084 -0.43135
H -0.27484 4.10077 1.13453
H -1.94409 3.56482 1.07499
*
```

***

[3]
Density functional theory data (ωB97M-V with the def2-TZVPD basis set) for C11H17FeN3O4 as an isolated structure in a non-equilibrium geometry.

The highest occupied orbital energy (alpha / beta) comes out at -17.650 / -20.241 eV.

ORCA input file:
```
! RIJCOSX wB97M-V def2-TZVPD def2/J DEFGRID3
* xyz 3 6
Fe -0.00909 0.01696 -2.37368
O -0.02667 3.02394 -2.16105
C -0.05365 1.86633 -2.25778
C -0.01144 -1.80914 -2.23182
O 0.01871 -2.96732 -2.20855
C 1.86894 0.01620 -2.19063
O 3.00830 0.09249 -2.03330
C -1.83359 0.03640 -2.14096
O -2.98241 0.09244 -2.02942
C -0.01001 0.81364 -4.12315
H -0.92815 1.32422 -4.44874
H 0.90749 1.32958 -4.44196
C -0.00877 -0.65335 -4.14271
H 0.90754 -1.16137 -4.47658
H -0.92485 -1.16310 -4.47378
C 0.13496 2.38072 1.46047
N 0.07682 1.13623 2.20116
C 0.08080 1.25086 3.64002
C 0.02994 -0.02944 1.49210
N 0.08327 0.00127 0.17439
N -0.08688 -1.24892 2.07447
C -0.11248 -1.64067 3.46785
C -0.15423 -2.37601 1.16495
H 0.15070 3.22886 2.14223
H -0.73967 2.45412 0.80012
H 1.04056 2.40139 0.83877
H -0.85401 0.87121 4.07206
H 0.95870 0.75391 4.07301
H 0.14831 2.30905 3.90258
H 0.20204 0.99187 -0.05437
H -1.04467 -2.18632 3.65968
H 0.73167 -2.31545 3.65960
H -0.05252 -0.82899 4.17939
H -1.01981 -2.28532 0.49973
H 0.74462 -2.42456 0.54092
H -0.24049 -3.30171 1.74498
*
```

***

[4]
Density functional theory data (ωB97M-V with the def2-TZVPD basis set) for a 2-piece molecular cluster, C11H17INO5PS overall in a non-equilibrium geometry.

The highest occupied orbital energy comes out at -9.028 eV.

ORCA input file:
```
! RIJCOSX wB97M-V def2-TZVPD def2/J DEFGRID3
* xyz 0 1
C 1.42139 1.30346 -0.82493
C 1.37397 1.37305 0.73457
I 2.94916 2.73894 1.40091
C 1.48141 -0.02052 1.41489
C 1.09829 0.14488 2.88771
C 1.68336 -0.31856 4.00294
P 3.18097 -1.39092 4.10611
N 4.42204 -0.87252 3.27730
C 0.88185 0.19077 5.21421
O 0.92906 -0.15418 6.32584
O 0.05803 1.22016 4.75953
C -0.12535 0.93470 3.40787
O -1.07509 1.21468 2.80247
H 1.38878 2.35863 -1.17516
H 2.37169 0.87708 -1.19448
H 0.50949 0.80849 -1.22510
H 0.43297 1.90158 0.98266
H 0.88140 -0.80262 0.90977
H 2.54733 -0.33863 1.40439
H 2.78345 -2.66654 3.61198
H 3.44945 -1.56027 5.49777
H 5.19834 -0.74426 3.93050
C -3.46455 -0.41585 -4.37809
C -3.63212 -0.06824 -2.89475
C -2.45017 -0.68800 -2.14184
S -1.09535 -0.76913 -3.31587
O -0.78821 -2.15326 -3.56997
O -0.07583 0.18279 -2.93584
C -2.00583 -0.12250 -4.71083
H -4.14180 0.16088 -5.00786
H -3.67764 -1.47646 -4.53513
H -3.61831 1.01763 -2.77178
H -4.58184 -0.42958 -2.50016
H -2.15070 -0.08080 -1.28906
H -2.67126 -1.70333 -1.81475
H -1.66717 -0.60289 -5.62665
H -1.82121 0.95135 -4.75914
*
```

***

[5]
Density functional theory data (ωB97M-V with the def2-TZVPD basis set) for C11H17IrN10OSe4 as an isolated structure.

The highest occupied orbital energy (alpha / beta) comes out at -10.606 / -10.604 eV.

ORCA input file:
```
! RIJCOSX wB97M-V def2-TZVPD def2/J DEFGRID3
* xyz 1 2
Ir 1.59864 0.13016 0.67183
Se 3.44011 -1.09044 1.76004
Se 5.43967 -0.25547 1.07715
Se 4.88634 1.05356 -0.74647
Se 2.99910 2.06636 0.10165
C -3.22843 0.49280 -1.87616
N -2.04576 1.18536 -1.35582
C -1.68606 2.47378 -1.93036
C -1.17020 0.57287 -0.54056
N 0.02886 1.02566 -0.31228
N -1.64393 -0.56502 0.07581
C -0.93294 -1.57859 0.68091
N -1.64302 -2.72384 0.81930
N 0.27126 -1.43171 1.11538
H -3.57231 1.02471 -2.75773
H -4.04823 0.48835 -1.15259
H -2.98558 -0.52439 -2.18712
H -2.58289 2.93876 -2.32778
H -0.95837 2.36789 -2.74015
H -1.27990 3.13175 -1.16179
H 0.31241 1.77681 -0.92604
H -2.62819 -0.74552 -0.03298
H -2.35022 -2.92467 0.12769
H -1.12098 -3.53733 1.11277
H 0.67505 -2.32447 1.37701
N 0.66328 2.41949 4.03994
C 0.56337 1.17805 4.61806
C 0.83189 0.28873 3.63028
N 1.09939 0.98195 2.46612
C 0.99109 2.26414 2.74934
H 0.53692 3.30352 4.50369
H 0.31921 1.03964 5.65525
H 0.85638 -0.78402 3.67081
H 1.15373 3.07977 2.06656
N 1.04719 -0.30418 -3.12403
C 1.26991 -1.09029 -2.04281
O 2.12651 -0.67222 -1.19269
C 0.55571 -2.29798 -1.90499
C -0.66697 -2.46442 -2.59487
N -1.69112 -2.47669 -3.13049
C 0.95540 -3.25228 -0.94402
N 1.29702 -4.01628 -0.14859
H 0.63831 -0.69775 -3.95662
H 1.67837 0.47344 -3.23261
*
```

***

[6]
Density functional theory data (ωB97M-V with the def2-TZVPD basis set) for an isolated ion of composition C11H17N2 and charge +1 in a non-equilibrium geometry.

The highest occupied orbital energy comes out at -12.146 eV.

ORCA input file:
```
! RIJCOSX wB97M-V def2-TZVPD def2/J DEFGRID3
* xyz 1 1
C -0.56836 -2.97498 -0.49356
C -1.77544 -2.61180 0.09673
C 0.43133 -1.98850 -0.50835
C -2.07035 -1.32721 0.32113
C 0.27429 -0.59893 -0.18010
C -1.08870 -0.22456 0.09993
C 1.35913 0.35109 -0.56275
C -1.72307 1.00485 0.39272
C 0.91330 1.78148 -0.98648
C -2.97437 1.35162 -0.27246
C 3.26661 -0.47853 1.03513
N -0.99904 1.91156 1.08126
N 2.55514 0.60030 0.32330
H -0.33548 -4.01071 -0.58431
H -2.42605 -3.35683 0.37300
H 1.40498 -2.42035 -0.85957
H -2.93496 -0.91346 0.79106
H 1.82049 -0.06566 -1.41295
H 1.78811 2.23805 -1.40726
H 0.61424 2.40519 -0.17367
H -0.04569 1.68389 -1.56341
H -3.40522 0.36263 -0.75268
H -2.67366 2.05167 -1.05116
H -3.72727 1.83823 0.19441
H 4.26270 -0.10120 1.40929
H 2.75810 -0.67233 1.94151
H 3.52876 -1.41515 0.55425
H -0.04652 1.71208 1.24903
H -1.35091 2.84499 1.28959
H 3.16793 1.02259 -0.34363
*
```

***

[7]
Density functional theory data (ωB97M-V with the def2-TZVPD basis set) for an isolated ion of composition C11H17N2O and charge +1 in a non-equilibrium geometry.

The highest occupied orbital energy comes out at -12.060 eV.

ORCA input file:
```
! RIJCOSX wB97M-V def2-TZVPD def2/J DEFGRID3
* xyz 1 1
C 0.87738 2.09990 -0.82430
C -0.40614 1.87494 -0.15210
C 1.92397 1.30286 -0.81926
C 1.76153 -0.92901 1.85674
C -0.67747 0.66901 0.40466
C 2.75792 -0.30716 0.79948
C 0.09796 -0.57322 0.32986
C -1.56986 -2.37847 -0.20266
C -0.82882 -0.89579 -2.16396
C -2.44352 1.88505 1.52702
C -0.42813 -1.52023 -0.74197
N 0.58702 -0.88117 1.48665
N 1.91249 -0.03745 -0.29529
O -1.76023 0.65180 1.19997
H 0.80877 2.92498 -1.49324
H -0.92942 2.83305 -0.06471
H 2.95131 1.62345 -1.31843
H 2.18107 -1.12575 2.80506
H 3.20915 0.52963 1.32452
H 3.55011 -1.04041 0.54389
H -1.20021 -3.25032 0.34639
H -2.24854 -2.78376 -0.92678
H -2.23885 -1.92128 0.50139
H 0.00488 -0.13866 -2.42209
H -1.78813 -0.47818 -1.84206
H -0.85979 -1.70996 -2.87896
H -2.83474 2.22965 0.58899
H -1.83324 2.58985 2.01146
H -3.19910 1.65825 2.31667
H 0.53428 -2.22890 -0.81509
H 2.08830 -0.67269 -1.08185
*
```

***

[8]
Density functional theory data (ωB97M-V with the def2-TZVPD basis set) for a 2-piece molecular cluster, C11H17N4 overall in a non-equilibrium geometry.

The highest occupied orbital energy comes out at -11.212 eV.

ORCA input file:
```
! RIJCOSX wB97M-V def2-TZVPD def2/J DEFGRID3
* xyz 1 1
C 1.75809 -2.45940 0.39061
C -1.36712 -0.71791 -0.53867
C -0.08870 -1.20420 -0.93724
C 0.41285 -1.87704 0.24750
C -0.46781 -1.85865 1.26939
C -2.21924 0.02770 -1.36006
C -1.59752 0.48574 -2.51105
C 0.51240 -0.69831 -2.07266
C -0.28385 0.14399 -2.84078
N -1.61245 -1.18339 0.74203
H -2.55169 -1.17796 1.11285
H -3.21008 0.23846 -0.97480
H -0.45416 -1.94466 2.34573
H -2.13000 1.01265 -3.30133
H 1.55122 -0.83802 -2.30934
H 2.38891 -2.92201 -0.37878
H 1.96036 -3.18185 1.19378
H 0.08412 0.55727 -3.77820
H 2.36302 -1.60932 0.80403
C 1.42468 1.00042 2.91804
C 0.59406 1.77114 0.82676
N 0.39025 1.06660 1.91735
N 1.77618 2.16306 0.31574
N -0.46345 2.18777 0.05304
H -0.50201 0.62355 2.08103
H 2.52372 1.98738 0.97175
H 1.80312 2.91071 -0.35132
H -1.36214 1.91205 0.41385
H -0.32214 2.31687 -0.93208
H 1.73716 1.95847 3.31249
H 2.31253 0.51874 2.45134
H 1.19792 0.40811 3.81713
*
```

***

[9]
Density functional theory data (ωB97M-V with the def2-TZVPD basis set) for an isolated ion of composition C11H17N4 and charge +1 in a non-equilibrium geometry.

The highest occupied orbital energy comes out at -13.460 eV.

ORCA input file:
```
! RIJCOSX wB97M-V def2-TZVPD def2/J DEFGRID3
* xyz 1 1
C 1.54873 1.79968 1.33562
C 0.78762 3.88261 1.79831
C 0.24431 1.35135 1.05976
C -0.71562 2.32306 1.24718
C -2.44706 0.73495 1.05898
C -0.17129 -0.05287 0.69708
C 0.64346 -1.12147 1.57209
C 1.51921 -0.18118 -1.17376
C -0.93535 0.28500 -1.70204
C -0.07933 -1.93720 -1.12672
C 0.10437 -0.49875 -0.79363
N 1.79224 3.06660 1.67018
N -0.51195 3.60761 1.58652
N -2.01687 1.95137 0.99030
N -1.55924 -0.23534 1.05165
H 2.50608 1.27469 1.08653
H 0.97782 4.93705 1.89192
H -3.53505 0.52708 1.12173
H -0.03382 -2.04312 1.68655
H 0.88019 -0.63134 2.51492
H 1.67179 -1.37773 1.24335
H 1.62376 -0.22438 -2.31873
H 2.25550 -0.93319 -0.63020
H 1.78207 0.74976 -0.93194
H -0.82255 -0.10361 -2.72439
H -2.00969 0.14362 -1.54506
H -0.81465 1.39803 -1.45991
H 0.14913 -2.17550 -2.16831
H -1.20572 -2.20302 -0.95417
H 0.57083 -2.53597 -0.47911
H -2.52775 2.89887 0.73715
H -2.03783 -1.08782 1.05428
*
```

***

[10]
Density functional theory data (ωB97M-V with the def2-TZVPD basis set) for a 2-piece molecular cluster, C11H17N4 overall in a non-equilibrium geometry.

The highest occupied orbital energy comes out at -10.391 eV.

ORCA input file:
```
! RIJCOSX wB97M-V def2-TZVPD def2/J DEFGRID3
* xyz 1 1
C -3.53851 -2.38217 -0.54284
C -0.63783 -0.68568 1.19549
C -1.33124 -1.92888 0.81787
C -2.41669 -1.49290 -0.01569
C -2.23310 -0.17440 -0.28484
C 0.65979 -0.76187 1.88653
C 0.98239 -2.00877 2.31390
C 0.21120 -3.15299 2.22935
C -0.95919 -3.09073 1.52158
N -1.09106 0.37629 0.32149
H 1.30174 0.07192 1.98768
H 1.93203 -2.17345 2.93647
H -1.17411 1.31017 0.80368
H 0.60083 -4.08876 2.59442
H -2.70648 0.40327 -0.99908
H -1.35842 -4.12992 1.43472
H -3.76878 -2.12516 -1.60102
H -4.34251 -2.76829 0.13989
H -3.11138 -3.42152 -0.76520
C 2.65425 2.52181 0.25915
C 1.67174 2.65749 -1.99441
N 1.75562 3.14150 -0.71446
N 2.29588 1.58756 -2.50857
N 0.76709 3.39164 -2.79020
H 1.32344 3.96702 -0.39684
H 2.78474 0.96545 -2.05188
H 2.27363 1.47354 -3.56528
H 1.10024 4.19399 -3.18010
H 0.10763 2.92762 -3.51923
H 3.64746 3.02985 0.12519
H 2.78672 1.27098 0.42608
H 2.13359 2.60895 1.15614
*
```

***

[11]
Density functional theory data (ωB97M-V with the def2-TZVPD basis set) for an isolated ion of composition C11H17N4 and charge +1 in a non-equilibrium geometry.

The highest occupied orbital energy comes out at -12.191 eV.

ORCA input file:
```
! RIJCOSX wB97M-V def2-TZVPD def2/J DEFGRID3
* xyz 1 1
C 3.71654 1.39799 -0.43133
C 4.40991 0.25186 -0.33281
C 2.35078 1.05370 -0.24106
C 2.27571 -0.28630 0.07569
C 1.27571 2.00797 -0.09846
C -4.33603 0.10917 -0.38679
C -3.40543 -0.71376 -1.28150
C -3.50619 0.46376 0.79845
C -2.15223 -0.84992 -0.36819
C -0.16402 0.86926 1.41498
C 3.97508 -2.09997 0.21284
N 0.13113 1.73260 0.44616
N 3.56005 -0.72836 -0.00103
N -1.29293 0.18790 1.47482
N -2.16554 0.34033 0.38949
H 4.04420 2.42713 -0.65934
H 5.49018 0.11498 -0.66143
H 1.31275 2.94894 -0.77056
H -4.79451 0.97874 -0.81075
H -5.29179 -0.34468 -0.09958
H -3.75342 -1.68085 -1.57169
H -3.15374 -0.28337 -2.26883
H -3.82682 1.42088 1.18873
H -3.78486 -0.23800 1.63854
H -2.10978 -1.68784 0.39734
H -1.18000 -1.06829 -0.96684
H 1.38139 -0.79653 0.26279
H 0.70461 0.66087 2.04815
H 5.04682 -2.16431 0.40234
H 3.42976 -2.45719 1.14387
H 3.72319 -2.70482 -0.67753
H -1.91054 1.13812 -0.26646
*
```

***

[12]
Density functional theory data (ωB97M-V with the def2-TZVPD basis set) for a 3-piece molecular cluster, C11H17N4O2 overall.

The highest occupied orbital energy comes out at -2.699 eV.

ORCA input file:
```
! RIJCOSX wB97M-V def2-TZVPD def2/J DEFGRID3
* xyz -1 1
C -0.03984 -0.21349 0.28852
C -0.56119 -1.43201 -0.46831
N -1.65411 -2.10910 0.19725
C -2.91911 -2.01288 -0.48649
O -3.25494 -0.45934 -0.50536
N -3.62062 0.02883 0.65033
O -3.74548 1.22682 0.65175
H -0.84303 0.50128 0.47523
H 0.77962 0.27044 -0.24955
H 0.37073 -0.53993 1.24874
H -0.90404 -1.15922 -1.46425
H 0.29247 -2.11286 -0.60935
H -1.69756 -1.82544 1.17371
H -3.66866 -2.36972 0.23775
N -0.57095 0.54575 -3.56324
C -1.01158 -0.11939 -4.66715
C -0.15959 0.17340 -5.70178
C 0.83699 1.05173 -5.19152
C 0.55177 1.25879 -3.86589
H -1.01311 0.50773 -2.65936
H -1.88540 -0.74577 -4.61758
H -0.23924 -0.20336 -6.70791
H 1.66644 1.47769 -5.73149
H 1.05290 1.84801 -3.11752
N 1.33563 -0.04677 4.62951
C 1.35270 1.02797 3.78708
C 2.59146 1.60510 3.87061
C 3.35025 0.84514 4.80449
C 2.54633 -0.16884 5.25342
H 0.55042 -0.65619 4.76072
H 0.48801 1.27880 3.19717
H 2.91900 2.47031 3.31972
H 4.36954 1.01956 5.10596
H 2.73418 -0.96307 5.95481
*
```